Entry 1:
{"formula": "C4H6N2O", "method": "ωB97M-V/def2-TZVPD", "species": ["C", "C", "C", "N", "C", "N", "O", "H", "H", "H", "H", "H", "H"], "xyz": [[0.065, -1.300, -1.891], [0.500, -0.513, -0.725], [0.346, 0.845, -0.687], [-0.033, 1.394, 0.473], [-0.197, 0.395, 1.333], [-0.477, 0.764, 2.613], [-0.059, -0.825, 0.904], [-1.017, -1.203, -2.127], [0.808, -0.672, -2.460], [0.408, -2.313, -2.105], [0.528, 1.538, -1.512], [-0.488, 0.134, 3.393], [-0.384, 1.757, 2.790]], "lowdin_charge": [-0.078, -0.120, -0.164, 0.079, -0.539, 0.164, 0.055, 0.094, 0.103, 0.071, 0.128, 0.101, 0.107], "relative_energy_kj_mol": 236.9, "homo_ev": -8.139}

***

Entry 2:
{"formula": "H3I3Si2", "method": "ωB97M-V/def2-TZVPD", "species": ["Si", "Si", "I", "I", "I", "H", "H", "H"], "xyz": [[1.120, 1.212, 1.331], [-2.048, -1.954, -2.947], [2.515, 1.339, -0.814], [-2.804, -0.072, -1.341], [-1.748, -3.673, -1.141], [-0.065, 0.350, 0.837], [2.020, 0.291, 2.104], [1.010, 2.507, 1.970]], "lowdin_charge": [0.209, -0.146, 0.164, 0.049, 0.110, -0.125, -0.128, -0.133], "relative_energy_kj_mol": 36.8, "homo_ev": -9.323}

***

Entry 3:
{"formula": "C19H30N2O2PtS4", "method": "ωB97M-V/def2-TZVPD", "species": ["Pt", "C", "C", "S", "C", "C", "S", "C", "C", "S", "C", "C", "S", "H", "H", "H", "H", "H", "H", "H", "H", "H", "H", "H", "H", "H", "H", "H", "H", "C", "C", "C", "C", "C", "C", "H", "H", "H", "H", "H", "H", "H", "H", "H", "C", "N", "C", "C", "C", "O", "N", "C", "O", "H", "H", "H", "H", "H"], "xyz": [[0.808, -0.385, -0.178], [2.507, -1.693, 2.400], [2.379, -2.978, 1.601], [1.811, -2.764, -0.111], [3.335, -2.629, -1.062], [4.147, -1.378, -0.802], [3.123, 0.085, -1.110], [3.855, 1.238, 0.076], [3.003, 2.487, 0.173], [1.226, 2.204, 0.389], [1.003, 2.091, 2.176], [1.663, 0.910, 2.864], [1.011, -0.672, 2.265], [3.345, -1.085, 2.062], [2.654, -1.927, 3.455], [1.641, -3.641, 2.043], [3.340, -3.494, 1.571], [3.012, -2.684, -2.104], [3.931, -3.521, -0.865], [5.002, -1.332, -1.477], [4.517, -1.333, 0.221], [4.856, 1.494, -0.275], [3.949, 0.724, 1.030], [3.064, 3.066, -0.748], [3.348, 3.130, 0.985], [-0.082, 2.070, 2.304], [1.362, 3.024, 2.613], [1.444, 0.957, 3.933], [2.744, 0.920, 2.748], [-2.012, 4.062, -0.320], [-2.397, 2.711, -0.939], [-3.615, 2.130, -0.199], [-2.718, 2.891, -2.434], [-1.268, 1.760, -0.809], [-0.879, 0.509, -1.016], [-2.823, 4.775, -0.472], [-1.112, 4.468, -0.782], [-1.847, 3.974, 0.757], [-4.424, 2.863, -0.218], [-3.381, 1.913, 0.844], [-3.976, 1.219, -0.677], [-3.586, 3.545, -2.533], [-2.949, 1.937, -2.909], [-1.883, 3.349, -2.963], [-4.018, -1.808, -2.318], [-3.086, -2.238, -1.259], [-3.273, -3.418, -0.558], [-2.440, -3.802, 0.418], [-1.283, -2.984, 0.735], [-0.455, -3.242, 1.592], [-1.148, -1.817, -0.018], [-2.027, -1.491, -0.920], [-1.895, -0.346, -1.571], [-4.827, -2.531, -2.360], [-3.506, -1.778, -3.277], [-4.423, -0.827, -2.087], [-4.141, -3.992, -0.850], [-2.605, -4.714, 0.969]], "mulliken_spin": [1.227, 0.001, 0.006, 0.205, 0.004, -0.001, 0.258, -0.009, 0.020, 0.305, 0.010, -0.001, 0.267, 0.005, 0.008, 0.001, 0.002, -0.004, 0.009, 0.011, -0.003, 0.011, -0.003, 0.003, 0.012, -0.006, 0.005, 0.009, -0.002, 0.065, 0.191, 0.064, 0.061, 0.843, 0.265, 0.001, -0.001, 0.000, 0.006, -0.001, -0.013, 0.004, -0.005, -0.004, -0.001, 0.005, -0.001, 0.007, -0.020, 0.005, 0.165, -0.035, 0.048, 0.000, 0.001, -0.001, 0.000, 0.002], "spin_multiplicity": 5, "total_charge": 2, "homo_ev": [-13.431, -14.417]}

***

Results for maximum force: 0.05727 0.05371 0.00793 (in hartree/bohr, following the order of the records).